Version P
C45H76AsNO3P2SSiSn as an isolated structure. Source: OMol25; level of theory: ωB97M-V/def2-TZVPD.

Positions of all 131 atoms, in Å:
Sn (-0.114, -0.281, 0.743)
C (-3.076, 2.259, 2.627)
C (-3.780, 1.008, 2.114)
C (-5.261, 1.280, 1.879)
P (-2.746, 0.422, 0.678)
C (-3.815, -0.795, -0.234)
C (-3.100, -1.167, -1.524)
C (-3.994, -2.015, 0.662)
C (-2.583, 1.821, -0.445)
C (-3.686, 2.294, -1.144)
C (-3.560, 3.237, -2.142)
C (-2.281, 3.623, -2.518)
C (-1.179, 3.168, -1.834)
C (-1.289, 2.323, -0.713)
N (-0.191, 1.922, 0.013)
C (0.936, 2.703, -0.069)
C (0.836, 4.106, -0.144)
C (1.917, 4.899, -0.448)
C (3.152, 4.320, -0.724)
C (3.316, 2.975, -0.471)
C (2.248, 2.174, -0.073)
P (2.533, 0.572, 0.707)
C (3.612, 1.046, 2.167)
C (2.648, 1.767, 3.105)
C (4.851, 1.921, 1.998)
C (3.502, -0.512, -0.492)
C (5.020, -0.486, -0.399)
C (3.026, -0.227, -1.912)
H (-3.540, 2.613, 3.547)
H (-3.130, 3.052, 1.882)
H (-2.029, 2.028, 2.816)
H (-3.662, 0.205, 2.855)
H (-5.396, 2.087, 1.165)
H (-5.718, 1.581, 2.822)
H (-5.791, 0.401, 1.522)
H (-4.787, -0.354, -0.474)
H (-2.138, -1.633, -1.295)
H (-2.919, -0.282, -2.132)
H (-3.694, -1.871, -2.104)
H (-3.014, -2.418, 0.918)
H (-4.575, -2.781, 0.151)
H (-4.496, -1.754, 1.590)
H (-4.664, 1.894, -0.915)
H (-4.426, 3.623, -2.657)
H (-2.141, 4.280, -3.363)
H (-0.196, 3.453, -2.183)
H (-0.129, 4.556, 0.044)
H (1.801, 5.973, -0.483)
H (3.981, 4.919, -1.073)
H (4.289, 2.520, -0.597)
H (3.908, 0.084, 2.604)
H (2.355, 2.716, 2.657)
H (3.123, 1.968, 4.062)
H (1.746, 1.184, 3.288)
H (4.584, 2.882, 1.570)
H (5.628, 1.462, 1.394)
H (5.271, 2.118, 2.985)
H (3.167, -1.527, -0.223)
H (5.416, 0.487, -0.674)
H (5.441, -1.222, -1.084)
H (5.356, -0.738, 0.602)
H (3.323, 0.770, -2.230)
H (1.940, -0.296, -1.970)
H (3.450, -0.952, -2.604)
C (3.490, -1.058, 5.685)
C (2.125, -1.533, 6.193)
C (1.780, -0.832, 7.507)
C (2.150, -3.053, 6.396)
O (1.170, -1.269, 5.182)
Si (-0.123, -0.306, 5.022)
S (-0.813, -0.779, 3.068)
O (-1.362, -0.610, 6.023)
C (-2.252, -1.688, 6.262)
C (-3.670, -1.115, 6.193)
C (-1.973, -2.193, 7.681)
C (-2.092, -2.824, 5.254)
O (0.242, 1.256, 5.150)
C (0.022, 2.383, 5.978)
C (-0.863, 3.376, 5.220)
C (-0.648, 2.018, 7.304)
C (1.396, 3.016, 6.236)
H (4.266, -1.277, 6.417)
H (3.463, 0.014, 5.510)
H (3.721, -1.560, 4.749)
H (2.423, -1.193, 8.305)
H (0.744, -1.023, 7.767)
H (1.913, 0.242, 7.412)
H (2.916, -3.329, 7.116)
H (2.357, -3.546, 5.449)
H (1.182, -3.396, 6.753)
H (-3.812, -0.365, 6.968)
H (-4.409, -1.900, 6.332)
H (-3.821, -0.647, 5.224)
H (-2.027, -1.361, 8.380)
H (-0.978, -2.628, 7.727)
H (-2.701, -2.947, 7.970)
H (-2.366, -2.477, 4.262)
H (-2.726, -3.663, 5.534)
H (-1.058, -3.151, 5.217)
H (-1.858, 2.959, 5.109)
H (-0.449, 3.562, 4.232)
H (-0.924, 4.316, 5.763)
H (-1.595, 1.523, 7.109)
H (-0.823, 2.920, 7.888)
H (-0.025, 1.339, 7.880)
H (1.768, 3.494, 5.335)
H (2.108, 2.252, 6.538)
H (1.327, 3.761, 7.023)
C (-0.154, -4.330, -1.831)
As (0.781, -3.676, -0.217)
C (2.408, -4.776, -0.441)
C (-0.169, -4.758, 1.172)
C (-0.194, -6.204, 0.855)
C (0.815, -7.053, 1.302)
C (0.836, -8.385, 0.937)
C (-0.149, -8.900, 0.110)
C (-1.181, -8.076, -0.310)
C (-1.205, -6.745, 0.064)
H (-0.073, -5.411, -1.928)
H (0.279, -3.860, -2.714)
H (-1.207, -4.055, -1.790)
H (2.160, -5.828, -0.576)
H (3.053, -4.672, 0.431)
H (2.964, -4.430, -1.312)
H (-1.179, -4.349, 1.247)
H (0.338, -4.562, 2.120)
H (1.588, -6.660, 1.949)
H (1.627, -9.027, 1.302)
H (-0.115, -9.935, -0.199)
H (-1.970, -8.475, -0.931)
H (-2.021, -6.111, -0.254)

HOMO-LUMO gap ... 6.89 eV
Highest occupied orbital energy ... -6.31 eV
Multiplicity ... 1

---

Version Q
C45H76AsNO3P2SSiSn as an isolated structure. Source: OMol25; level of theory: ωB97M-V/def2-TZVPD.

Positions of all 131 atoms, in Å:
Sn (-0.216, -0.775, -0.609)
C (4.425, -1.555, 1.843)
C (3.007, -1.853, 1.352)
C (2.049, -1.812, 2.541)
P (2.344, -0.727, 0.051)
C (3.211, -0.997, -1.551)
C (2.989, 0.229, -2.437)
C (4.677, -1.415, -1.528)
C (2.567, 0.938, 0.667)
C (3.833, 1.496, 0.863)
C (4.011, 2.684, 1.539)
C (2.880, 3.285, 2.094)
C (1.619, 2.769, 1.900)
C (1.392, 1.614, 1.108)
N (0.153, 1.102, 0.834)
C (-0.991, 1.868, 0.984)
C (-1.038, 3.264, 0.776)
C (-2.200, 3.984, 0.948)
C (-3.388, 3.355, 1.321)
C (-3.385, 1.981, 1.456)
C (-2.223, 1.230, 1.262)
P (-2.203, -0.570, 1.240)
C (-2.409, -1.125, 2.982)
C (-1.283, -0.567, 3.848)
C (-2.484, -2.650, 3.064)
C (-3.707, -1.197, 0.364)
C (-3.821, -0.596, -1.038)
C (-5.049, -1.104, 1.093)
H (4.709, -2.314, 2.575)
H (4.464, -0.587, 2.345)
H (5.173, -1.558, 1.054)
H (2.967, -2.848, 0.898)
H (1.979, -0.795, 2.937)
H (2.425, -2.455, 3.339)
H (1.050, -2.154, 2.273)
H (2.634, -1.828, -1.982)
H (3.591, 1.072, -2.092)
H (1.946, 0.551, -2.435)
H (3.270, 0.000, -3.467)
H (5.321, -0.627, -1.134)
H (5.003, -1.624, -2.550)
H (4.840, -2.319, -0.942)
H (4.701, 0.968, 0.485)
H (4.996, 3.110, 1.672)
H (2.988, 4.176, 2.701)
H (0.780, 3.258, 2.373)
H (-0.138, 3.774, 0.464)
H (-2.186, 5.054, 0.781)
H (-4.293, 3.924, 1.480)
H (-4.304, 1.475, 1.720)
H (-3.355, -0.693, 3.324)
H (-0.329, -1.020, 3.583)
H (-1.481, -0.791, 4.899)
H (-1.185, 0.514, 3.742)
H (-1.611, -3.112, 2.601)
H (-3.370, -3.046, 2.566)
H (-2.523, -2.965, 4.109)
H (-3.461, -2.260, 0.247)
H (-3.907, 0.492, -0.990)
H (-4.717, -0.984, -1.528)
H (-2.966, -0.845, -1.666)
H (-5.453, -0.093, 1.054)
H (-4.997, -1.414, 2.136)
H (-5.770, -1.755, 0.595)
C (-3.195, -5.262, -0.517)
C (-2.063, -6.267, -0.696)
C (-2.564, -7.500, -1.436)
C (-1.463, -6.650, 0.650)
O (-1.015, -5.720, -1.508)
Si (-0.438, -4.206, -1.732)
S (-0.074, -3.272, 0.107)
O (0.890, -4.363, -2.688)
C (2.003, -5.258, -2.714)
C (2.953, -4.690, -3.760)
C (1.536, -6.649, -3.120)
C (2.676, -5.294, -1.349)
O (-1.445, -3.243, -2.592)
C (-1.911, -3.353, -3.945)
C (-0.971, -2.522, -4.810)
C (-1.922, -4.802, -4.416)
C (-3.320, -2.780, -3.962)
H (-4.033, -5.738, -0.004)
H (-3.544, -4.904, -1.487)
H (-2.865, -4.405, 0.071)
H (-3.250, -8.070, -0.807)
H (-1.722, -8.138, -1.705)
H (-3.089, -7.217, -2.349)
H (-2.223, -7.087, 1.300)
H (-1.049, -5.768, 1.139)
H (-0.664, -7.380, 0.511)
H (2.436, -4.592, -4.716)
H (3.818, -5.341, -3.895)
H (3.305, -3.703, -3.456)
H (1.025, -6.609, -4.084)
H (0.844, -7.059, -2.386)
H (2.394, -7.318, -3.210)
H (2.980, -4.288, -1.057)
H (3.562, -5.931, -1.383)
H (2.000, -5.677, -0.583)
H (0.055, -2.859, -4.657)
H (-1.035, -1.470, -4.537)
H (-1.219, -2.623, -5.869)
H (-0.915, -5.219, -4.425)
H (-2.323, -4.844, -5.430)
H (-2.546, -5.422, -3.771)
H (-3.310, -1.755, -3.590)
H (-3.981, -3.372, -3.327)
H (-3.724, -2.778, -4.976)
C (1.224, 3.704, -3.500)
As (-0.163, 2.676, -2.570)
C (-0.566, 1.444, -4.039)
C (-1.701, 3.912, -2.805)
C (-1.976, 4.374, -4.198)
C (-2.841, 3.664, -5.030)
C (-3.072, 4.071, -6.335)
C (-2.443, 5.202, -6.836)
C (-1.585, 5.922, -6.017)
C (-1.355, 5.511, -4.712)
H (0.912, 3.995, -4.504)
H (2.112, 3.075, -3.566)
H (1.478, 4.594, -2.924)
H (-0.653, 1.962, -4.994)
H (-1.500, 0.925, -3.819)
H (0.224, 0.696, -4.097)
H (-1.504, 4.752, -2.136)
H (-2.554, 3.368, -2.392)
H (-3.340, 2.782, -4.645)
H (-3.749, 3.505, -6.962)
H (-2.624, 5.523, -7.853)
H (-1.095, 6.811, -6.393)
H (-0.687, 6.082, -4.078)

HOMO-LUMO gap ... 7.32 eV
Highest occupied orbital energy ... -6.66 eV
Multiplicity ... 1

---

Most stable pick: version Q. Distance to second place: 0.0583 hartree.

---

Version P
An isolated ion of composition C4H10NO3 and charge +1. Source: OMol25; level of theory: ωB97M-V/def2-TZVPD.

Positions of all 18 atoms, in Å:
C (-2.055, 0.862, 0.437)
C (-1.347, -0.178, 0.821)
C (-0.107, -0.611, 0.196)
N (-0.107, -0.564, -1.356)
O (0.227, -2.052, 0.406)
C (1.123, 0.275, 0.572)
O (2.307, -0.334, 0.381)
O (0.933, 1.441, -0.335)
H (-2.964, 1.020, 0.845)
H (-1.625, 1.536, -0.296)
H (-1.777, -0.957, 1.511)
H (0.331, -1.471, -1.675)
H (0.396, 0.356, -1.364)
H (-0.972, -0.541, -2.075)
H (-0.468, -2.378, 0.914)
H (0.959, 0.714, 1.610)
H (3.043, 0.047, 0.865)
H (1.176, 2.307, -0.042)

Net charge ... +1
SMILES ... C=C[C@]([NH3+])(O)C(O)O
HOMO-LUMO gap ... 11.60 eV
Highest occupied orbital energy ... -14.89 eV
Multiplicity ... 1

---

Version Q
A 2-piece molecular cluster, C4H10NO3 overall. Source: OMol25; level of theory: ωB97M-V/def2-TZVPD.

Positions of all 18 atoms, in Å:
C (1.939, 0.719, -1.028)
C (0.627, 0.372, -0.980)
C (0.434, 0.338, 1.712)
C (-0.050, 0.039, 0.218)
N (-1.295, -0.304, 0.125)
O (-0.533, -0.136, 2.689)
O (1.677, -0.030, 2.028)
O (-1.819, -0.550, -2.455)
H (2.286, 0.981, -2.035)
H (2.722, 0.622, -0.378)
H (0.122, 0.393, -1.868)
H (0.396, 1.473, 1.791)
H (-1.836, -0.734, 0.866)
H (-1.634, -0.563, -0.889)
H (-2.019, -1.417, -2.597)
H (-0.331, -1.060, 2.790)
H (1.688, -0.152, 2.998)
H (-2.374, 0.010, -2.988)

Net charge ... +1
HOMO-LUMO gap ... 9.97 eV
Highest occupied orbital energy ... -14.79 eV
Multiplicity ... 1

---

Most stable pick: version Q. Distance to second place: 0.0217 hartree.